Below is C4H6N2O in the gas phase, with properties calculated with ωB97M-V with the def2-TZVPD basis set.

Last column: Mulliken charge in e.
Positions of all 13 atoms, in Å:
C  1.179  -0.406  1.830  -1.0639
C  0.535  0.027  0.560  0.5524
C  1.004  0.846  -0.398  -0.2307
N  0.205  0.788  -1.529  -0.6110
C  -0.702  -0.076  -1.210  0.4527
N  -1.663  -0.550  -2.074  -0.4627
O  -0.602  -0.589  0.037  -0.3971
H  1.687  -1.368  1.687  0.2487
H  1.947  0.343  2.054  0.2941
H  0.524  -0.485  2.702  0.3106
H  1.891  1.464  -0.352  0.3713
H  -2.587  -0.730  -1.711  0.2513
H  -1.663  0.016  -2.913  0.2844

Properties
Energy relative to the best compared isomer or geometry (same formula, charge and spin) (kJ/mol): 59.6
Net charge: 0
Multiplicity: 1
Orbital gap (eV): 9.1
LUMO energy (eV): 0.94
HOMO level (Eh): -0.2996

Below is a molecular structure, C4H6N2O, with properties calculated with ωB97M-V with the def2-TZVPD basis set.

Last column: Mulliken charge in e.
Positions of all 13 atoms, in Å:
N  0.050  1.869  -1.076  -0.7012
C  -0.360  0.682  -0.916  0.3992
O  -1.191  -0.112  -1.715  -0.4037
C  -1.082  -1.228  -0.782  -0.2309
C  -0.244  -0.332  0.083  0.1138
C  1.471  0.417  1.544  -0.4810
N  0.477  -0.383  1.210  -0.1169
H  -0.359  2.283  -1.913  0.2497
H  -2.066  -1.547  -0.424  0.2187
H  -0.568  -2.073  -1.259  0.1801
H  1.850  0.394  2.556  0.2505
H  1.831  1.103  0.788  0.2614
H  0.192  -1.072  1.903  0.2602

Properties
Energy relative to the best compared isomer or geometry (same formula, charge and spin) (kJ/mol): 358.9
Net charge: 0
Multiplicity: 1
Orbital gap (spin up / spin down) (eV): 7.8 / 7.7
LUMO energy (spin up / spin down) (eV): 0.52 / 0.52
HOMO level (spin up / spin down) (Eh): -0.2656 / -0.2656

Below is C4H6N2O in the gas phase at a distorted geometry, with properties calculated with ωB97M-V with the def2-TZVPD basis set.

Last column: Mulliken charge in e.
Positions of all 13 atoms, in Å:
H  2.504  -1.460  0.825  0.2036
N  1.550  -1.289  1.100  -0.6667
C  0.825  -0.454  0.418  0.5169
C  0.594  -0.007  -0.923  -0.7196
C  -0.701  0.479  -0.918  0.4527
O  -1.451  0.903  -1.953  -0.4807
N  -1.302  0.434  0.308  -0.2411
C  -0.293  -0.016  1.283  -0.5314
H  1.181  -0.257  -1.798  0.3327
H  -0.909  0.859  -2.757  0.3370
H  -2.082  1.037  0.530  0.2676
H  0.098  -1.043  1.941  0.3049
H  -0.014  0.815  1.944  0.2242

Properties
Energy relative to the best compared isomer or geometry (same formula, charge and spin) (kJ/mol): 306.5
Net charge: 0
Multiplicity: 1
Orbital gap (eV): 8.6
LUMO energy (eV): 0.56
HOMO level (Eh): -0.2942

Below is 2 unconnected molecules or ions with the total composition C4H6N2O, with properties calculated with ωB97M-V with the def2-TZVPD basis set.

Last column: Mulliken charge in e.
Positions of all 13 atoms, in Å:
C  -1.973  0.130  -0.028  -0.6131
C  -0.772  0.271  -0.616  0.7496
N  -0.266  -0.865  -1.261  -0.1189
O  0.843  -0.514  -1.746  0.0170
C  1.292  0.908  -1.437  -0.5809
N  1.187  -0.919  1.224  -0.6574
C  0.191  1.331  -0.748  -0.3869
H  -2.471  -0.835  -0.029  0.2912
H  0.778  -0.865  2.151  0.2116
H  -2.460  0.962  0.472  0.2759
H  1.834  -0.141  1.140  0.2611
H  1.733  -1.773  1.183  0.2085
H  0.085  2.312  -0.305  0.3423

Properties
Energy relative to the best compared isomer or geometry (same formula, charge and spin) (kJ/mol): 637.9
Net charge: 0
Multiplicity: 1
Orbital gap (eV): 6.7
LUMO energy (eV): -1.99
HOMO level (Eh): -0.3181

Below is a molecular structure, C4H6N2O at a distorted geometry, with properties calculated with ωB97M-V with the def2-TZVPD basis set.

Last column: Mulliken charge in e.
Positions of all 13 atoms, in Å:
C  1.507  -0.198  1.570  -1.2584
C  0.218  0.026  0.815  -0.2309
O  0.411  -0.650  -0.440  -0.0985
C  -0.486  -0.815  -1.352  -0.2915
N  -1.680  -0.082  -1.235  -0.2036
C  -1.548  0.394  -2.519  0.5089
N  -1.368  0.865  -3.564  -0.4248
H  2.346  0.246  1.027  0.3158
H  1.442  0.238  2.568  0.3839
H  1.701  -1.270  1.662  0.3196
H  0.017  1.091  0.652  0.3215
H  -0.642  -0.437  1.309  0.3659
H  -1.918  0.593  -0.492  0.2920

Properties
Energy relative to the best compared isomer or geometry (same formula, charge and spin) (kJ/mol): 412.3
Net charge: 0
Multiplicity: 1
Orbital gap (eV): 9.7
LUMO energy (eV): 0.45
HOMO level (Eh): -0.3410

Below is C4H6N2O in the gas phase, with properties calculated with ωB97M-V with the def2-TZVPD basis set.

Last column: Mulliken charge in e.
Positions of all 13 atoms, in Å:
N  1.451  -1.055  1.497  -0.3007
C  0.590  -0.294  0.636  0.3673
C  0.624  0.900  0.055  -0.4443
N  -0.460  1.191  -0.812  0.1341
C  -1.357  0.252  -1.121  -0.6601
O  -2.331  0.852  -1.840  -0.3817
C  -0.150  -1.455  0.848  -0.4509
H  2.372  -1.286  1.141  0.2494
H  1.426  -0.843  2.485  0.2680
H  1.378  1.662  0.204  0.3923
H  -0.591  2.152  -1.120  0.2581
H  -2.957  0.152  -2.056  0.4098
H  0.005  -2.226  0.085  0.1588

Properties
Energy relative to the best compared isomer or geometry (same formula, charge and spin) (kJ/mol): 590.1
Net charge: 0
Multiplicity: 1
Orbital gap (eV): 8.0
LUMO energy (eV): 0.76
HOMO level (Eh): -0.2668

Below is C4H6N2O in the gas phase, with properties calculated with ωB97M-V with the def2-TZVPD basis set.

Last column: Mulliken charge in e.
Positions of all 13 atoms, in Å:
H  0.515  -3.022  -0.737  0.2479
N  0.574  -2.066  -0.385  -0.5579
C  -0.536  -1.472  -0.548  -0.2851
C  -0.742  -0.053  -0.143  0.4780
N  -2.079  0.383  -0.232  -0.5925
C  0.291  0.699  0.170  -0.0597
C  1.423  1.335  0.304  -0.2730
O  2.109  1.429  1.485  -0.4544
H  -1.424  -1.946  -0.993  0.3603
H  -2.746  -0.275  0.152  0.2283
H  -2.219  1.300  0.173  0.2618
H  1.869  1.858  -0.544  0.3048
H  2.965  1.831  1.299  0.3414

Properties
Energy relative to the best compared isomer or geometry (same formula, charge and spin) (kJ/mol): 290.6
Net charge: 0
Multiplicity: 1
Orbital gap (eV): 9.1
LUMO energy (eV): 0.66
HOMO level (Eh): -0.3114

Below is C4H6N2O in the gas phase, with properties calculated with ωB97M-V with the def2-TZVPD basis set.

Last column: Mulliken charge in e.
Positions of all 13 atoms, in Å:
C  -0.776  0.793  1.764  -1.0675
C  -0.348  0.134  0.497  0.5061
N  -1.049  -0.076  -0.540  -0.5869
C  -0.128  -0.726  -1.473  0.1819
C  1.173  -1.070  -0.760  -0.3424
O  0.534  0.282  -2.269  -0.4968
N  0.976  -0.388  0.368  -0.0009
H  -1.817  1.103  1.673  0.2847
H  -0.156  1.669  1.981  0.3273
H  -0.679  0.098  2.606  0.3116
H  -0.659  -1.442  -2.107  0.3204
H  1.220  -0.188  -2.770  0.3644
H  1.711  -0.189  1.031  0.1981

Properties
Energy relative to the best compared isomer or geometry (same formula, charge and spin) (kJ/mol): 294.3
Net charge: 0
Multiplicity: 1
Orbital gap (eV): 9.6
LUMO energy (eV): 0.59
HOMO level (Eh): -0.3318

Below is C4H6N2O in the gas phase, with properties calculated with ωB97M-V with the def2-TZVPD basis set.

Last column: Mulliken charge in e.
Positions of all 13 atoms, in Å:
N  -2.282  -0.378  -0.070  -0.5326
C  -0.930  0.018  -0.030  0.1301
C  -0.318  1.186  -0.379  -0.5592
C  1.107  0.968  -0.320  -0.4774
C  1.286  -0.325  0.068  0.2046
O  2.377  -1.106  0.296  -0.5200
N  0.054  -0.914  0.231  -0.0710
H  -2.904  0.353  0.240  0.2623
H  -2.496  -1.204  0.473  0.2378
H  -0.830  2.082  -0.690  0.3791
H  1.874  1.691  -0.560  0.3800
H  3.144  -0.609  -0.009  0.3297
H  -0.080  -1.761  0.750  0.2366

Properties
Energy relative to the best compared isomer or geometry (same formula, charge and spin) (kJ/mol): 97.3
Net charge: 0
Multiplicity: 1
Orbital gap (eV): 7.9
LUMO energy (eV): 0.87
HOMO level (Eh): -0.2566

Below is C4H6N2O in the gas phase at a distorted geometry, with properties calculated with ωB97M-V with the def2-TZVPD basis set.

Last column: Mulliken charge in e.
Positions of all 13 atoms, in Å:
H  -2.421  1.855  -0.126  0.2563
N  -1.674  1.266  0.232  -0.6450
C  -1.139  0.579  -0.687  0.7284
C  -1.555  0.600  -2.089  0.0934
N  -1.932  0.659  -3.180  -0.3639
O  -0.119  -0.258  -0.509  -0.3093
C  0.405  -0.347  0.830  -0.2398
C  1.812  -0.897  0.726  -1.1238
H  0.374  0.647  1.283  0.3435
H  -0.257  -1.000  1.410  0.2836
H  2.422  -0.264  0.075  0.3014
H  2.275  -0.928  1.718  0.3707
H  1.809  -1.911  0.317  0.3046

Properties
Energy relative to the best compared isomer or geometry (same formula, charge and spin) (kJ/mol): 141.5
Net charge: 0
Multiplicity: 1
Orbital gap (eV): 11.6
LUMO energy (eV): 0.61
HOMO level (Eh): -0.4020

Please write out number 7 again, unchanged.
Below is C4H6N2O in the gas phase, with properties calculated with ωB97M-V with the def2-TZVPD basis set.

Last column: Mulliken charge in e.
Positions of all 13 atoms, in Å:
H  0.515  -3.022  -0.737  0.2479
N  0.574  -2.066  -0.385  -0.5579
C  -0.536  -1.472  -0.548  -0.2851
C  -0.742  -0.053  -0.143  0.4780
N  -2.079  0.383  -0.232  -0.5925
C  0.291  0.699  0.170  -0.0597
C  1.423  1.335  0.304  -0.2730
O  2.109  1.429  1.485  -0.4544
H  -1.424  -1.946  -0.993  0.3603
H  -2.746  -0.275  0.152  0.2283
H  -2.219  1.300  0.173  0.2618
H  1.869  1.858  -0.544  0.3048
H  2.965  1.831  1.299  0.3414

Properties
Energy relative to the best compared isomer or geometry (same formula, charge and spin) (kJ/mol): 290.6
Net charge: 0
Multiplicity: 1
Orbital gap (eV): 9.1
LUMO energy (eV): 0.66
HOMO level (Eh): -0.3114

- energy relative to the best compared isomer or geometry (same formula, charge and spin) of number 8 (C4H6N2O)?
  294.3 kJ/mol

- Among the records above, which one has the highest energy relative to the best compared isomer or geometry (same formula, charge and spin)?
  number 4

- Which formula does entry 2 have?
  C4H6N2O